Below is one molecule with the formula C3H7NO at a distorted geometry, with properties calculated with ωB97M-V/def2-TZVPD.

Summary:
- SMILES: OC[C@H]1CN1
- Frontier orbital gap: 10.86 eV
- Electronic energy: -6759.3858 eV
- LUMO: 1.1 eV

Structure (ORCA input):
```
! RIJCOSX wB97M-V def2-TZVPD def2/J DEFGRID3
* xyz 0 1
O 1.55 0.48 0.85
C 1.18 -0.59 0.02
C -0.21 -0.37 -0.59
C -1.18 0.05 0.39
N -0.52 1.05 -0.60
H 1.19 1.26 0.40
H 1.12 -1.49 0.65
H 1.95 -0.78 -0.75
H -0.50 -1.07 -1.37
H -0.90 0.24 1.41
H -2.22 -0.21 0.16
H -1.45 1.44 -0.57
*
```

Below is C3H7NO as an isolated structure at a distorted geometry, with properties calculated with ωB97M-V/def2-TZVPD.

Summary:
- Frontier orbital gap: 9.49 eV
- Electronic energy: -6758.9454 eV
- LUMO: 0.7 eV

Structure (ORCA input):
```
! RIJCOSX wB97M-V def2-TZVPD def2/J DEFGRID3
* xyz 0 1
C -0.08 -0.44 -0.09
C 0.80 -0.10 1.10
N -1.52 0.52 0.16
C 0.36 -0.02 -1.37
O 0.22 0.68 -2.30
H -0.54 -1.43 -0.10
H -1.30 1.51 0.22
H -2.16 0.42 -0.63
H 1.21 -1.09 -1.16
H 1.25 0.88 0.98
H 1.59 -0.84 1.21
H 0.16 -0.08 1.98
*
```

Below is a 2-piece molecular cluster, C3H7NO overall at a distorted geometry, with properties calculated with ωB97M-V/def2-TZVPD.

Summary:
- Frontier orbital gap: 10.00 eV
- Electronic energy: -6761.2175 eV
- LUMO: 1.2 eV

Structure (ORCA input):
```
! RIJCOSX wB97M-V def2-TZVPD def2/J DEFGRID3
* xyz 0 1
C -1.28 0.14 -0.25
N -0.11 -0.17 0.56
C 1.39 -1.85 -1.12
O 0.62 -2.61 -1.47
C 0.93 0.85 0.55
H -1.00 0.18 -1.30
H -1.76 1.10 0.01
H -2.02 -0.66 -0.13
H -0.40 -0.38 1.51
H 0.63 1.72 -0.05
H 1.86 0.46 0.12
H 1.15 1.21 1.56
*
```

Below is C3H7NO as an isolated structure at a distorted geometry, with properties calculated with ωB97M-V/def2-TZVPD.

Summary:
- Frontier orbital gap (alpha / beta): 9.17 / 9.17 eV
- Electronic energy: -6759.0690 eV
- LUMO (alpha / beta): 0.3 / 0.3 eV

Structure (ORCA input):
```
! RIJCOSX wB97M-V def2-TZVPD def2/J DEFGRID3
* xyz 0 1
C 0.83 -0.76 0.87
C -1.25 -0.31 -0.55
C 0.22 -0.06 -0.25
N 0.47 1.33 0.20
O 1.16 -0.70 -0.97
H -0.20 2.04 -0.08
H 1.43 1.62 0.06
H 1.83 -0.50 1.20
H 0.31 -1.52 1.45
H -1.50 0.21 -1.48
H -1.41 -1.38 -0.70
H -1.89 0.04 0.25
*
```

Below is one molecule with the formula C3H7NO, with properties calculated with ωB97M-V/def2-TZVPD.

Summary:
- SMILES: [H]/N=C(\C)OC
- Frontier orbital gap: 11.07 eV
- Electronic energy: -6761.7970 eV
- LUMO: 1.0 eV

Structure (ORCA input):
```
! RIJCOSX wB97M-V def2-TZVPD def2/J DEFGRID3
* xyz 0 1
C -0.26 0.49 1.95
O -0.28 0.64 0.53
C 0.45 -0.22 -0.21
C 0.33 0.14 -1.67
N 1.12 -1.17 0.29
H -0.63 -0.50 2.26
H 0.75 0.63 2.35
H -0.93 1.27 2.32
H -0.72 0.09 -1.98
H 0.92 -0.53 -2.29
H 0.67 1.17 -1.82
H 1.58 -1.66 -0.48
*
```

Below is a 2-piece molecular cluster, C3H7NO overall at a distorted geometry, with properties calculated with ωB97M-V/def2-TZVPD.

Summary:
- Frontier orbital gap: 9.12 eV
- Electronic energy: -6756.2296 eV
- LUMO: 0.8 eV

Structure (ORCA input):
```
! RIJCOSX wB97M-V def2-TZVPD def2/J DEFGRID3
* xyz 0 1
C -0.05 -0.06 1.55
C -1.17 0.60 1.76
C 0.59 1.23 -1.41
N 0.81 -1.21 -1.58
O 1.28 0.28 -1.68
H 0.80 0.39 1.04
H 0.09 -1.08 1.87
H -2.01 0.15 2.27
H -1.31 1.61 1.43
H -0.46 1.12 -1.13
H 1.52 -1.74 -2.07
H -0.08 -1.29 -2.06
*
```

Let's list energy relative to the best compared isomer or geometry (same formula, charge and spin) in order: 324.6; 367.1; 147.9; 355.2; 92.0; 629.2 kJ/mol.